i.
ORCA calculation (ωB97M-V with the def2-TZVPD basis set) on the molecule C2H5NO2.

Each line ends with the Löwdin charge.
Positions of all 10 atoms, in Å:
O 0.50681 1.78647 -1.05404  0.06
O 1.70820 0.41387 0.20853  0.05
N -0.47826 -1.38510 0.72016  -0.05
C -0.64551 -0.20951 -0.16901  -0.19
C 0.62735 0.61948 -0.37297  -0.50
H 0.36310 -1.17973 1.46583  0.13
H 1.47505 1.74288 -1.43319  0.18
H -1.40717 0.47985 0.32937  0.14
H -0.97261 -0.65875 -1.12433  0.12
H -1.17696 -1.60946 1.42964  0.05

Properties
HOMO level: -9.72 eV
2S+1: 1
LUMO energy: 0.7205 eV
Orbital gap: 10.4 eV
SMILES: NCC(=O)O

ii.
ORCA calculation (ωB97M-V with the def2-TZVPD basis set) on the molecule C2H5NO2.

Each line ends with the Löwdin charge.
Positions of all 10 atoms, in Å:
O -0.71721 0.49208 -1.12218  0.12
O -0.73284 1.28173 1.00200  0.06
N 0.67582 -0.40749 0.45195  0.03
C 0.96767 -1.56920 -0.43346  -0.06
C -0.29971 0.41762 -0.00843  -0.62
H 1.61162 -1.25545 -1.24486  0.08
H 0.05769 -2.03269 -0.79708  0.08
H 0.58438 -0.73065 1.40230  0.13
H 1.50998 -2.29605 0.17678  0.08
H -1.57681 0.92007 1.26242  0.10

Properties
HOMO level: -10.41 eV
2S+1: 1
LUMO energy: 0.5836 eV
Orbital gap: 11.0 eV
SMILES: CNC(=O)O

iii.
ORCA calculation (ωB97M-V with the def2-TZVPD basis set) on the molecule C2H5NO2.

Each line ends with the Löwdin charge.
Positions of all 10 atoms, in Å:
O -0.00520 -1.70731 -0.66471  -0.05
O 0.87370 1.59408 0.32020  0.04
N -1.14139 0.71595 0.81593  0.15
C 0.64657 -0.46710 -0.69429  -0.19
C 0.06881 0.70193 0.12681  -0.49
H -1.11708 1.44897 1.51654  0.10
H -2.06602 0.54899 0.43623  0.10
H 1.67215 -0.53462 -0.29368  0.13
H 0.28505 -2.14948 0.14253  0.09
H 0.77230 -0.14777 -1.73640  0.13

Properties
HOMO level: -9.81 eV
2S+1: 1
LUMO energy: 0.7383 eV
Orbital gap: 10.5 eV
SMILES: NC(=O)CO

iv.
ORCA calculation (ωB97M-V with the def2-TZVPD basis set) on a structure of composition C2H5NO2.

Each line ends with the Löwdin charge.
Positions of all 10 atoms, in Å:
O 1.75707 0.04346 -0.37479  0.00
O -1.59040 0.27163 -0.12185  -0.15
N -0.26427 1.34826 0.09272  0.15
C -0.61921 -0.85917 -0.12827  -0.13
C 0.53119 0.05096 0.24582  -0.42
H -0.77976 -1.21096 -1.15214  0.12
H 0.70196 -0.03240 1.37184  0.16
H -0.93843 -1.57147 0.60266  0.10
H 1.77978 0.08538 -1.36480  0.13
H -0.57793 1.87432 0.82881  0.04

Properties
HOMO level: -9.47 eV
2S+1: 1
LUMO energy: 0.6761 eV
Orbital gap: 10.1 eV

Structures ranked by computed energy, the most stable listed first: ii, iii, i, iv.

i.
ORCA calculation (ωB97M-V with the def2-TZVPD basis set) on the molecule C2H5NO2.

Each line ends with the Löwdin charge.
Positions of all 10 atoms, in Å:
O 1.90319 -0.56873 -0.15391  -0.09
O -2.01963 0.13327 -0.32500  -0.16
N 1.47983 0.78422 -0.11282  -0.02
C 0.22256 0.94398 0.05685  -0.16
C -0.71926 -0.25743 0.26384  -0.23
H -0.24205 -1.21841 -0.24732  0.13
H -2.46216 -0.79081 -0.56986  0.14
H 2.83649 -0.49392 -0.39800  0.09
H -0.12581 1.96424 -0.06842  0.11
H -0.87315 -0.49642 1.55463  0.18

Properties
HOMO level: -10.06 eV
2S+1: 1
LUMO energy: 0.7380 eV
Orbital gap: 10.8 eV
SMILES: OC/C=N\O

ii.
ORCA calculation (ωB97M-V with the def2-TZVPD basis set) on the molecule C2H5NO2.

Each line ends with the Löwdin charge.
Positions of all 10 atoms, in Å:
O 0.29349 1.34630 0.10896  -0.09
O -1.83376 -0.16336 0.22226  0.03
N 0.42120 0.07390 -0.57198  -0.17
C 1.55032 -0.56962 0.22976  -0.13
C -0.75122 -0.67938 -0.13104  -0.26
H 1.54101 -0.62198 1.54755  0.17
H -0.63842 1.53890 -0.17825  0.10
H -0.53794 -1.75804 -0.22212  0.13
H 1.49353 -1.57558 -0.32102  0.07
H 2.72097 -0.07003 -0.06442  0.15

Properties
HOMO level: -10.07 eV
2S+1: 1
LUMO energy: 0.6198 eV
Orbital gap: 10.7 eV
SMILES: CN(O)C=O

iii.
ORCA calculation (ωB97M-V with the def2-TZVPD basis set) on the molecule C2H5NO2.

Each line ends with the Löwdin charge.
Positions of all 10 atoms, in Å:
O -0.47727 -0.67100 0.57868  -0.17
O 0.10239 1.76049 1.43740  0.00
N 0.72348 -0.18866 0.22363  -0.11
C -1.05437 -0.55814 -0.82420  -0.07
C 0.98604 1.00656 0.92993  -0.25
H 1.38310 -0.87406 0.58220  0.14
H -0.23372 -0.96997 -1.50371  0.09
H -1.54326 0.49026 -1.11384  0.12
H -1.90605 -1.37619 -1.01829  0.10
H 2.01965 1.38069 0.70820  0.13

Properties
HOMO level: -10.14 eV
2S+1: 1
LUMO energy: 0.8497 eV
Orbital gap: 11.0 eV
SMILES: CONC=O

iv.
ORCA calculation (ωB97M-V with the def2-TZVPD basis set) on a cluster of 2 separate species, C2H5NO2 in total.

Each line ends with the Löwdin charge.
Positions of all 10 atoms, in Å:
O 2.26108 0.84270 -0.74835  0.00
O -1.95364 0.28196 -0.80873  0.08
N -1.17698 -0.77796 1.05646  0.05
C -2.18915 -0.21934 0.24601  -0.38
C 2.88834 0.11592 -0.03241  -0.15
H -0.94987 -1.74659 0.96714  0.07
H 3.74422 -0.45057 -0.43178  0.08
H 2.62632 -0.00793 1.03099  0.07
H -3.21870 -0.33848 0.60319  0.11
H -0.68088 -0.34465 1.81602  0.07

Properties
HOMO level: -9.87 eV
2S+1: 1
LUMO energy: 0.8284 eV
Orbital gap: 10.7 eV
SMILES: NC=O.C=O

Structures ranked by computed energy, the most stable listed first: iv, i, iii, ii.